P:
The following is a quantum chemistry calculation of a structure of composition C4H7Cl, from the Open Molecules 2025 dataset.

Cartesian coordinates (Å):
C 0.22 1.60 0.00
C 0.36 0.08 -0.21
C -0.81 -0.95 -0.45
C 0.10 -1.02 0.67
H 0.68 2.31 -1.08
H 0.94 1.63 0.90
H -1.01 1.71 0.09
H 1.28 -0.19 -0.77
H -0.75 -1.76 -1.12
H -1.89 -0.53 -0.32
H -0.29 -0.70 1.74
Cl 1.18 -2.18 0.58

Output
HOMO = -9.7 eV
Spin multiplicity = 1
Gap between HOMO and LUMO = 10.816 eV

Q:
The following is a quantum chemistry calculation of the molecule C4H7Cl, from the Open Molecules 2025 dataset.

Cartesian coordinates (Å):
C -1.73 0.67 0.84
C -0.33 0.71 0.53
C 0.27 0.36 -0.80
C 1.01 -0.93 -0.41
Cl 2.24 -0.77 1.01
H -1.88 0.75 1.93
H -2.52 0.66 0.03
H 0.38 0.40 1.37
H 1.18 1.03 -1.27
H -0.41 -0.10 -1.60
H 1.50 -0.98 -1.55
H 0.29 -1.79 -0.10

Output
HOMO = -9.3 eV
Spin multiplicity = 1
Gap between HOMO and LUMO = 10.279 eV
SMILES string = C=CCCCl

Verdict on stability: P comes out at the bottom.

P:
The following is a quantum chemistry calculation of the ion C2H8N2O4P with charge -1, from the Open Molecules 2025 dataset.

Cartesian coordinates (Å):
N 0.55 -1.68 0.88
C 0.36 -0.34 1.38
O 1.48 0.47 1.35
C -0.90 0.32 0.23
N -1.97 -0.61 0.07
P 0.03 0.71 -1.34
O 1.41 0.09 -1.36
O -0.87 0.51 -2.51
O 0.25 2.34 -1.06
H 0.89 -1.59 -0.08
H 1.28 -2.16 1.41
H -0.06 -0.35 2.38
H 1.72 0.49 0.40
H -1.24 1.25 0.69
H -2.35 -0.44 -0.86
H -1.57 -1.55 0.04
H 0.99 2.56 -1.63

Output
HOMO = -5.0 eV
Spin multiplicity = 1
Net charge = -1
Gap between HOMO and LUMO = 8.963 eV
SMILES string = N[C@@H](O)[C@H](N)[P@@](=O)([O-])O

Q:
The following is a quantum chemistry calculation of a structure of composition C2H8N2O4P, from the Open Molecules 2025 dataset.

Cartesian coordinates (Å):
C -0.21 1.46 -0.95
C -0.52 0.49 0.20
N -1.92 0.59 0.66
N 1.21 1.31 -1.48
O -0.10 -1.78 2.42
O 0.73 -3.30 0.48
O 2.09 -1.16 1.19
O -0.37 -0.87 -0.30
P 0.85 -2.05 1.27
H -0.73 1.31 -1.92
H -0.24 2.53 -0.57
H 0.25 0.52 1.04
H -2.20 -0.28 1.04
H -2.52 0.72 -0.17
H 1.74 1.17 -0.61
H 0.55 -1.11 -0.22
H 1.37 0.46 -2.07

Output
HOMO = -5.2 eV
Spin multiplicity = 1
Net charge = -1
Gap between HOMO and LUMO = 8.947 eV

Verdict on stability: Q comes out at the bottom.

P:
The following is a quantum chemistry calculation of a cluster of 12 separate species, H22NO14 in total, from the Open Molecules 2025 dataset.

Cartesian coordinates (Å):
N -0.14 -0.48 0.03
O 0.58 0.32 0.67
O 0.43 -1.44 -0.56
O -1.10 0.09 -0.61
O -1.89 2.49 1.10
H -0.97 2.81 0.79
H -2.22 3.37 1.51
O 0.33 -4.18 -0.25
H -0.33 -4.60 -0.77
H 0.27 -3.20 -0.47
O -3.76 -0.15 -1.46
H -2.91 0.25 -1.08
H -4.44 0.48 -1.24
O 2.95 1.51 -0.83
H 3.08 1.37 -1.80
H 2.08 1.08 -0.57
O -1.88 0.02 2.04
H -1.66 0.73 1.44
H -2.54 0.22 2.63
O 1.00 3.37 0.80
H 1.45 2.46 0.69
H 0.83 3.37 1.67
O 0.21 -0.64 3.82
H -0.53 -0.83 3.05
H 0.44 0.31 4.03
O 2.90 -2.00 -1.71
H 3.59 -1.68 -1.16
H 2.09 -1.76 -1.23
O -0.45 -2.00 -3.24
H -0.21 -1.71 -2.38
H 0.29 -1.80 -3.83
O -1.00 2.12 -2.42
H -1.13 1.65 -1.61
H -0.76 1.49 -3.01
O 2.11 -1.22 1.99
H 1.74 -0.65 1.28
H 1.53 -1.17 2.70

Output
HOMO = -7.0 eV
Spin multiplicity = 1
Net charge = -1
Gap between HOMO and LUMO = 9.096 eV

Q:
The following is a quantum chemistry calculation of a cluster of 12 separate species, H22NO14 in total, from the Open Molecules 2025 dataset.

Cartesian coordinates (Å):
N 0.02 0.29 -0.18
O 1.26 0.34 -0.37
O -0.41 0.71 0.88
O -0.81 0.26 -1.15
O -2.10 2.75 -0.28
H -1.77 3.63 0.03
H -1.39 2.25 -0.20
O 0.33 1.40 -3.48
H 0.02 0.97 -2.59
H 1.30 1.05 -3.78
O -0.39 -1.06 3.45
H -0.14 -0.80 2.57
H -1.06 -0.43 3.75
O 2.25 2.65 0.99
H 3.19 2.48 0.76
H 1.88 1.79 0.65
O -2.51 -0.90 1.01
H -1.66 -0.52 1.31
H -2.49 -1.30 0.13
O -3.01 0.35 -3.86
H -3.05 0.09 -4.81
H -2.40 -0.17 -3.32
O 2.87 -1.05 -1.85
H 2.67 -1.06 -2.80
H 2.17 -0.83 -1.28
O 3.79 -0.16 1.55
H 3.42 -0.76 1.02
H 4.61 -0.26 1.28
O -2.16 0.92 3.92
H -1.79 1.68 4.46
H -1.81 1.12 3.08
O -2.50 -2.18 -1.29
H -1.61 -1.88 -1.24
H -2.55 -3.11 -1.15
O 2.27 -2.63 0.85
H 1.92 -3.14 1.68
H 1.60 -2.45 0.24

Output
HOMO = -7.1 eV
Spin multiplicity = 1
Net charge = -1
Gap between HOMO and LUMO = 9.689 eV

Verdict on stability: Q comes out at the bottom.

P:
The following is a quantum chemistry calculation of the ion C4H13N2S with charge +1, from the Open Molecules 2025 dataset.

Cartesian coordinates (Å):
N 1.88 -0.97 -1.42
C 2.25 0.05 -0.23
C 1.03 1.06 -0.38
N -0.31 0.33 -0.15
C -1.02 -0.41 0.99
C -2.53 -0.45 0.55
S -3.14 1.34 0.56
H 2.65 -1.61 -1.35
H 2.16 -0.29 -2.15
H 0.91 -1.22 -1.24
H 2.08 -0.52 0.76
H 3.31 0.19 -0.49
H 1.07 1.89 0.42
H 1.26 1.57 -1.39
H -1.07 0.93 -0.53
H -0.79 0.31 2.07
H -0.39 -1.37 1.19
H -2.60 -1.09 -0.30
H -3.04 -1.05 1.34
H -3.70 1.30 1.77

Output
HOMO = -12.4 eV
Spin multiplicity = 1
Net charge = +1
Gap between HOMO and LUMO = 8.915 eV
SMILES string = [NH3+]CCNCCS

Q:
The following is a quantum chemistry calculation of a structure of composition C4H13N2S, from the Open Molecules 2025 dataset.

Cartesian coordinates (Å):
N -2.31 -0.34 0.69
C -0.97 -0.25 0.45
C 0.00 0.73 1.33
C 1.44 0.91 0.87
S 2.21 -0.26 -0.22
C -0.83 -0.10 -1.08
N -1.73 -1.05 -1.71
H 0.17 3.35 -0.73
H -2.71 -0.98 1.39
H -0.54 3.02 -0.87
H -0.48 -1.20 0.79
H -0.30 0.23 2.26
H -0.27 1.72 1.85
H 2.06 0.93 1.76
H 1.57 1.88 0.31
H 1.12 -1.01 1.65
H -1.25 0.88 -1.41
H 0.19 -0.38 -1.57
H -2.45 -1.45 -1.10
H -2.13 -0.89 -2.63

Output
HOMO = -13.2 eV
Spin multiplicity = 1
Net charge = +1
Gap between HOMO and LUMO = 4.888 eV

Verdict on stability: Q comes out at the bottom.

P:
The following is a quantum chemistry calculation of the ion C4H11N2OS with charge +1, from the Open Molecules 2025 dataset.

Cartesian coordinates (Å):
C 1.86 -1.03 0.26
C 0.91 -0.05 -0.52
S 1.66 1.55 -0.69
C -0.59 0.18 0.47
N -0.50 1.35 1.31
C -1.91 0.36 -0.38
N -2.20 -0.55 -1.29
O -2.60 1.28 -0.02
H 2.86 -1.02 -0.02
H 1.49 -2.05 0.11
H 1.51 -0.87 1.26
H 0.53 -0.42 -1.53
H 1.19 1.95 -2.04
H -0.82 -0.68 1.13
H 0.28 1.93 0.93
H -0.26 1.12 2.34
H -1.52 1.79 1.12
H -1.57 -1.27 -1.54
H -3.12 -0.45 -1.87

Output
HOMO = -13.7 eV
Spin multiplicity = 1
Net charge = +1
Gap between HOMO and LUMO = 10.535 eV
SMILES string = C[C@H](S)[C@@H]([NH3+])C(N)=O

Q:
The following is a quantum chemistry calculation of the ion C4H11N2OS with charge +1, from the Open Molecules 2025 dataset.

Cartesian coordinates (Å):
C 2.97 0.05 -0.25
C 2.13 1.23 0.25
C 0.66 1.04 0.24
N 0.13 0.04 -0.35
C -1.13 -0.40 -0.54
N -1.64 -1.51 0.43
S -2.66 1.07 -0.16
O -3.82 -0.15 0.07
H 3.93 0.39 0.24
H 2.47 -0.81 0.13
H 3.08 0.17 -1.35
H 2.38 2.09 -0.21
H 2.33 1.20 1.30
H 0.10 1.90 0.65
H -1.32 -0.62 -1.59
H -1.38 -2.54 0.13
H -2.68 -1.46 0.25
H -1.20 -1.39 1.44
H -4.33 -0.29 -0.65

Output
HOMO = -13.1 eV
Spin multiplicity = 1
Net charge = +1
Gap between HOMO and LUMO = 9.340 eV
SMILES string = CC/C=N/[C@@H]([NH3+])SO

Verdict on stability: Q comes out at the bottom.

P:
The following is a quantum chemistry calculation of the ion C2H3N2O2 with charge +1, from the Open Molecules 2025 dataset.

Cartesian coordinates (Å):
O 2.58 -0.68 -0.03
C 1.71 0.07 -0.02
N 0.35 -0.43 -0.11
C -0.82 0.22 0.02
N -2.04 0.04 -0.07
O -3.14 -0.23 0.02
H 1.67 1.20 -0.03
H 0.44 -1.52 -0.05
H -0.75 1.32 0.27

Output
HOMO = -15.9 eV
Spin multiplicity = 1
Net charge = +1
Gap between HOMO and LUMO = 8.027 eV
SMILES string = O=C/[NH+]=C/N=O

Q:
The following is a quantum chemistry calculation of a structure of composition C2H3N2O2, from the Open Molecules 2025 dataset.

Cartesian coordinates (Å):
C -0.30 -0.19 0.01
C 1.63 0.11 0.00
N 0.42 0.93 0.01
N -1.52 -0.57 -0.01
O 2.76 0.34 -0.01
O 0.86 -1.05 0.01
H 0.20 1.92 0.04
H -2.31 0.08 -0.05
H -1.74 -1.57 0.01

Output
HOMO = -17.3 eV
Spin multiplicity = 1
Net charge = +1
Gap between HOMO and LUMO = 12.522 eV

Verdict on stability: P comes out at the bottom.